Entry 1:
The following is a DFT calculation (ωB97M-V/def2-TZVPD) of an isolated ion of composition C4H12N3 and charge +1 at a distorted geometry.

Each line ends with the Löwdin charge.
Geometry (Å):
H -0.202 -1.120 2.969  0.174
H 2.259 2.911 -1.914  0.102
H 0.673 -1.529 1.594  0.172
C 1.731 1.012 -1.342  -0.291
H -0.578 0.984 0.295  0.114
C -1.037 -1.056 -0.283  -0.185
C -0.456 0.316 -0.582  -0.245
H -1.528 -2.343 1.360  0.134
N 0.973 0.162 -0.796  -0.015
H -0.408 -1.851 -0.686  0.122
H 2.788 0.772 -1.438  0.126
N -0.093 -0.964 1.968  0.199
H -2.179 -0.697 1.473  0.131
H -1.960 -1.251 -0.829  0.126
H 0.594 2.761 -1.690  0.095
C -1.336 -1.293 1.179  -0.141
N 1.492 2.312 -1.651  0.119
H 0.186 0.002 1.768  0.144
H -0.920 0.871 -1.397  0.120

Results
E_tot ... -8806.26239 eV
HOMO ... -0.462 Ha
Net charge ... +1


Entry 2:
The following is a DFT calculation (ωB97M-V/def2-TZVPD) of C5H12O as an isolated structure at a distorted geometry.

Each line ends with the Löwdin charge.
Geometry (Å):
H -0.495 -2.159 1.304  0.071
H -1.239 1.926 -0.896  0.080
H -0.697 -2.442 -0.430  0.076
C -1.154 -1.979 0.450  -0.108
H -2.067 -0.335 -0.616  0.108
H 2.250 1.460 0.215  0.071
H -0.165 2.368 0.446  0.096
H 0.826 -0.153 -1.396  0.157
H 2.896 -0.077 0.942  0.091
H 1.907 -0.009 -1.092  0.122
C 2.141 0.366 0.262  -0.127
C -0.249 1.747 -0.462  -0.066
H -2.108 -2.481 0.646  0.071
C -0.065 0.255 -0.183  -0.444
H -1.848 -0.039 1.090  0.124
O 0.919 -0.054 0.693  -0.184
C -1.357 -0.488 0.203  -0.208
H 0.503 2.093 -1.176  0.070

Results
E_tot ... -7423.81813 eV
HOMO ... -0.342 Ha


Entry 3:
The following is a DFT calculation (ωB97M-V/def2-TZVPD) of C3H7NO2 as an isolated structure.

Each line ends with the Löwdin charge.
Geometry (Å):
O 0.291 1.650 -1.978  -0.214
O 0.179 -0.166 2.779  0.084
N -0.387 -0.734 0.630  0.071
H 0.517 1.112 0.696  0.138
H -1.310 1.375 -0.740  0.171
C -0.270 -0.971 2.010  -0.277
H 1.862 0.306 -0.900  0.097
C 0.052 0.387 0.032  -0.070
C -0.460 0.842 -1.294  -0.517
H -0.633 -1.972 2.294  0.139
H -0.779 -1.467 0.048  0.156
H -0.962 -0.017 -1.810  0.126
H 1.606 0.836 -1.459  0.096

Results
E_tot ... -8805.54940 eV
HOMO ... -0.322 Ha


Entry 4:
The following is a DFT calculation (ωB97M-V/def2-TZVPD) of a 9-piece molecular cluster, C39H100FNO12PSSi overall at a distorted geometry.

Each line ends with the Löwdin charge.
Geometry (Å):
H -4.682 6.647 -1.426  0.074
H 0.028 1.800 7.265  0.079
H -7.594 3.367 -3.666  0.078
H -3.090 1.542 -5.971  -0.007
C 1.070 0.061 6.509  -0.491
H 4.280 -0.243 11.440  0.078
H -5.161 2.752 -3.506  0.139
H 2.523 0.107 8.121  0.062
H 0.772 1.030 -2.095  0.014
H -0.018 1.456 1.754  0.070
C 6.346 1.827 9.588  -0.063
C -2.039 1.280 -5.935  -0.154
C 2.848 -8.746 -0.690  -0.071
H 2.805 0.105 -1.832  0.070
C -6.297 0.945 -3.274  -0.055
H 1.039 1.371 -4.220  -0.002
H -6.776 5.863 0.466  0.075
H 2.592 1.506 7.042  0.081
C 4.828 -10.579 2.794  -0.502
H 0.719 -0.731 -3.759  0.040
C -5.852 2.145 -4.094  -0.482
O 3.954 1.529 9.480  -0.070
H -2.584 5.078 -0.081  0.065
H -2.546 4.444 -4.142  0.021
O 6.070 -3.145 -0.929  -0.310
H 5.265 0.016 9.176  0.139
H 3.384 0.875 -0.386  0.060
H -3.319 -3.090 -0.833  0.142
H -7.717 2.414 -5.157  0.078
H 2.080 -9.157 -0.034  0.075
H -1.876 0.221 -5.767  0.026
H 3.225 -0.040 6.501  0.083
O -2.956 7.616 -4.139  -0.053
C -7.037 2.995 -4.528  -0.061
H -6.954 0.299 -3.864  0.081
H 1.344 -7.151 -2.045  0.082
H 0.931 2.228 -5.758  0.026
C -1.007 1.722 -0.731  -0.246
H 1.643 4.804 -0.101  0.100
C 5.125 0.428 11.281  -0.066
H -2.831 -5.281 -1.892  0.079
H -6.699 3.848 -5.119  0.069
H 0.687 -0.116 1.663  0.064
C 5.177 0.885 9.830  -0.495
C -5.085 8.613 -4.688  -0.066
F 0.528 3.938 1.298  -0.085
O 5.448 -1.511 -2.487  -0.288
O 3.883 -3.355 -1.935  -0.177
C 4.352 -1.432 -0.035  -0.221
C -5.068 -2.639 -1.999  -0.062
H 2.674 -9.159 -1.689  0.077
H -2.101 4.198 -5.865  0.017
C 2.590 0.228 -0.769  -0.270
C 6.068 -9.753 2.484  -0.062
H -3.091 6.674 0.445  0.083
H -0.890 4.730 -4.690  0.029
H -4.687 5.944 -5.315  0.077
H -0.587 -0.860 0.020  0.058
H 1.015 3.089 -4.214  0.018
H -4.500 -5.263 -1.294  0.076
C 2.772 -7.226 -0.718  -0.491
H -5.763 8.882 -5.500  0.076
H 4.772 -10.130 4.909  0.080
H 3.653 -9.039 3.038  0.091
H -1.551 1.585 -6.859  0.025
C 2.430 0.427 7.085  -0.070
H -1.025 0.446 6.879  0.076
H -3.107 -2.946 -3.645  0.093
H -3.413 7.002 -3.550  0.069
H 6.081 -8.839 3.084  0.083
H 6.248 2.726 10.203  0.079
H 7.297 1.348 9.823  0.078
C 4.798 -11.005 4.255  -0.068
H 6.041 -0.092 11.565  0.078
H -4.927 4.254 0.056  0.139
C -3.811 -4.817 -2.014  -0.064
H -1.270 2.332 0.136  0.056
C 0.707 -1.526 -3.022  -0.083
H -3.289 8.614 -5.870  0.136
C 3.834 -6.634 -1.632  -0.053
H -5.455 -2.811 -3.008  0.081
H 6.981 -10.315 2.690  0.078
H 2.421 2.380 1.831  0.084
H 1.657 3.035 -1.734  0.068
H -2.153 3.230 -1.686  0.094
H -0.544 3.183 -2.337  0.073
H 4.837 -6.917 -1.307  0.083
H 2.599 2.832 -0.336  0.056
H 1.702 -1.750 -2.660  0.034
H -5.795 -3.021 -1.279  0.078
C -1.352 2.538 -1.977  -0.321
H -4.977 -1.561 -1.867  0.063
H -5.712 1.160 -5.780  0.091
H 0.060 4.414 -0.597  0.086
H 4.807 -11.462 2.155  0.137
C 2.809 -1.136 -0.116  -0.261
H -5.434 0.348 -2.977  0.065
C 2.054 1.376 1.977  -0.256
H -3.282 6.167 -6.342  0.065
H -5.615 7.151 0.767  0.079
H 4.499 -2.087 0.815  0.094
C -3.326 5.608 0.518  -0.051
H -1.138 -0.638 -2.424  0.083
H -4.823 9.519 -4.139  0.076
C -4.183 6.656 -5.975  -0.060
H 4.990 1.284 11.948  0.079
H 1.104 1.422 5.103  0.092
H 3.902 -11.591 4.464  0.077
O -2.783 -2.765 -2.755  -0.060
H 2.476 -1.210 0.911  0.079
C -0.055 0.710 7.304  -0.067
C -4.731 5.326 0.013  -0.494
H 0.946 -1.023 6.520  0.137
O -4.849 5.699 -1.362  -0.069
H -1.751 0.929 -0.715  0.071
H -5.721 5.782 1.889  0.079
H 3.806 0.748 2.928  0.050
H -6.833 1.256 -2.375  0.082
Si -1.272 2.305 -4.558  0.420
O 1.474 -6.815 -1.151  -0.053
H 2.400 -1.973 -0.663  0.069
H 3.853 2.303 10.047  0.092
H 3.691 -6.982 -2.661  0.082
H 5.674 -11.603 4.512  0.077
C 0.807 0.899 1.303  -0.251
C 1.571 2.783 -0.677  -0.273
H 2.902 -6.836 0.292  0.138
O -5.126 1.703 -5.239  -0.066
H 3.748 -3.115 -2.871  0.103
C 0.903 3.998 -0.051  -0.258
C -0.337 -1.209 -1.936  -0.341
C -3.832 7.928 -5.217  -0.493
H -0.814 -2.155 -1.712  0.075
H -3.215 5.298 1.558  0.085
H 4.943 -0.545 0.146  0.102
C -3.712 -3.310 -1.827  -0.490
C 2.737 0.628 2.814  -0.056
H 3.768 -5.549 -1.647  0.049
H -4.160 -5.056 -3.023  0.077
H 0.358 -2.407 -3.562  0.060
O 0.994 0.464 5.146  -0.072
H -5.617 7.955 -3.995  0.076
N 0.129 -0.676 -0.671  -0.219
H 6.366 2.149 8.546  0.081
C 0.602 2.223 -4.726  -0.156
H -4.837 6.867 -6.824  0.078
H 3.822 -9.085 -0.337  0.064
H 2.209 -0.144 3.340  0.039
C -1.776 4.120 -4.833  -0.146
S 5.002 -2.338 -1.419  0.563
H -0.035 0.398 8.351  0.074
H 6.073 -9.450 1.437  0.074
O 3.656 -9.828 2.484  -0.059
P 0.809 1.016 -0.633  0.626
C -5.771 6.070 0.838  -0.068
O -1.856 1.775 -3.090  -0.230

Results
E_tot ... -98842.14353 eV
HOMO ... -0.142 Ha
Net charge ... -1